# C18H26As2N2OPt

A structure of composition C18H26As2N2OPt (wB97M-V/def2-TZVPD, OMol25).

Output
Net charge: +2
⟨S²⟩: 2.01
Kohn-Sham gap (alpha / beta): 8.4 / 7.4 eV
Strongest force on any atom: 0.0142 Eh/bohr
HOMO (alpha / beta): -0.511 / -0.559 hartree
E_tot: -5476.583382 a.u.
2S+1: 3

The geometry in XYZ format:
```
50
Properties=species:S:1:pos:R:3:nbo_charge:R:1
Pt 0.439 0.619 0.009 0.755
As -0.370 -0.618 1.964 1.035
As 1.138 -1.612 -0.903 1.020
O 1.670 2.443 -0.415 -0.724
N -1.257 1.529 -1.071 -0.495
N 0.332 4.249 -0.662 -0.566
C 1.643 -4.041 0.575 -0.193
C -0.047 -0.044 3.788 -0.932
C 0.434 -2.375 1.823 -0.375
C -2.787 3.278 -1.526 -0.218
C -3.512 2.439 -2.359 -0.105
C 0.943 -4.504 2.827 -0.180
C 2.612 4.364 -1.468 -0.708
C 0.091 -2.607 -2.211 -0.930
C 1.581 -4.901 1.660 -0.163
C -0.820 3.675 0.014 -0.266
C 1.071 -2.775 0.651 -0.363
C 0.372 -3.244 2.909 -0.143
C -1.949 0.716 -1.879 0.057
C -3.084 1.134 -2.545 -0.226
C -2.282 -0.962 1.905 -0.932
C 1.501 3.612 -0.805 0.727
C -1.654 2.796 -0.890 0.213
C 2.945 -1.768 -1.592 -0.930
H -2.555 -1.287 0.903 0.244
H 0.562 -3.583 -2.324 0.258
H 3.664 -1.518 -0.815 0.262
H -2.831 -0.055 2.155 0.252
H -0.660 -0.631 4.470 0.255
H 2.531 5.439 -1.322 0.244
H 0.092 -2.094 -3.171 0.254
H -1.430 4.490 0.396 0.250
H 1.006 -0.171 4.028 0.263
H -0.312 1.006 3.890 0.257
H -0.124 -2.934 3.821 0.217
H 0.263 5.197 -0.991 0.428
H -1.575 -0.292 -1.989 0.212
H 2.034 -5.881 1.595 0.246
H 3.071 -1.082 -2.428 0.259
H -3.615 0.448 -3.188 0.256
H -3.099 4.301 -1.366 0.247
H -4.403 2.799 -2.857 0.255
H -2.531 -1.742 2.622 0.257
H 0.893 -5.173 3.675 0.246
H 2.588 4.151 -2.539 0.264
H 3.114 -2.784 -1.942 0.253
H -0.470 3.083 0.863 0.224
H -0.930 -2.740 -1.861 0.248
H 2.141 -4.357 -0.334 0.223
H 3.566 4.007 -1.088 0.267
```

# C21H23BrF4N3O5PdS

A structure of composition C21H23BrF4N3O5PdS (wB97M-V/def2-TZVPD, OMol25).

Output
Net charge: +1
⟨S²⟩: 6.05
Kohn-Sham gap (alpha / beta): 8.2 / 5.6 eV
Energy relative to the best compared isomer or geometry (same formula, charge and spin): 18.76 kJ/mol
Strongest force on any atom: 0.0368 Eh/bohr
HOMO (alpha / beta): -0.411 / -0.411 hartree
E_tot: -4853.589520 a.u.
2S+1: 5

The geometry in XYZ format:
```
59
Properties=species:S:1:pos:R:3:nbo_charge:R:1
Pd 0.162 0.110 -0.209 1.269
Br 2.630 -5.393 3.076 0.077
S 0.867 2.810 -2.259 1.221
F -1.645 0.492 4.480 -0.287
F 1.899 -0.757 1.582 -0.294
F 3.113 -1.929 3.594 -0.271
F -0.347 -0.602 6.474 -0.276
O 2.350 2.145 0.683 -0.239
O 0.247 -1.228 -1.795 -0.869
O -0.170 1.966 -1.505 -1.046
O 1.670 -2.447 -3.044 -0.593
O 2.627 0.630 -0.849 -0.288
N 2.933 1.506 -0.109 0.574
N -2.174 -0.060 -0.415 -0.383
N -0.587 0.359 1.793 -0.427
C 1.304 -0.749 2.761 0.354
C -0.805 3.339 -4.237 -0.413
C 1.397 -1.325 5.081 -0.241
C 1.490 -2.984 -0.745 -0.096
C -1.932 0.911 1.849 -0.282
C 2.155 -4.448 1.507 -0.077
C -0.493 -0.105 4.216 0.376
C -2.559 0.187 -1.808 -0.437
C 1.144 -2.177 -1.985 0.761
C -2.465 1.098 0.439 -0.240
C 0.127 4.477 -2.255 -0.590
C 0.472 2.547 -4.000 -0.591
C 1.951 -1.339 3.809 0.341
C 0.019 -0.132 2.884 0.019
C 0.927 -3.815 1.452 -0.259
C -2.751 -1.315 0.072 -0.435
C -0.547 4.710 -3.615 -0.415
C 2.701 -3.661 -0.690 -0.166
C 0.600 -3.078 0.318 -0.239
C 3.043 -4.388 0.444 -0.233
C 0.188 -0.674 5.263 0.318
H 0.918 5.196 -2.040 0.250
H -1.981 1.954 -0.023 0.234
H -2.365 -1.572 1.057 0.204
H -1.925 1.882 2.349 0.246
H 0.233 -3.901 2.281 0.225
H 3.993 -4.905 0.502 0.239
H 0.116 5.285 -4.263 0.220
H -3.543 1.286 0.491 0.211
H -1.649 2.844 -3.754 0.215
H -1.467 5.279 -3.499 0.240
H -1.032 3.417 -5.300 0.245
H 1.310 2.953 -4.573 0.243
H -3.649 0.226 -1.904 0.195
H -2.588 0.264 2.427 0.222
H -0.362 -2.588 0.261 0.211
H 1.902 -1.804 5.912 0.274
H -0.572 4.462 -1.420 0.252
H -2.169 -0.612 -2.434 0.246
H 3.373 -3.598 -1.536 0.247
H -2.135 1.129 -2.138 0.233
H -3.843 -1.237 0.132 0.207
H -2.503 -2.112 -0.625 0.238
H 0.398 1.471 -4.161 0.276
```